{"formula": "C51H59HfN5P", "method": "wB97M-V/def2-TZVPD", "species": ["Hf", "N", "C", "C", "C", "N", "H", "H", "H", "H", "H", "H", "H", "H", "H", "H", "C", "C", "C", "C", "C", "C", "P", "C", "C", "C", "C", "C", "C", "C", "C", "C", "C", "C", "C", "C", "C", "C", "C", "H", "H", "H", "H", "H", "H", "H", "H", "H", "H", "H", "H", "H", "H", "H", "H", "C", "C", "C", "C", "C", "C", "C", "N", "C", "C", "C", "C", "C", "C", "C", "N", "C", "C", "C", "C", "H", "H", "H", "H", "H", "H", "H", "H", "H", "H", "H", "H", "H", "H", "H", "H", "H", "H", "H", "H", "H", "H", "H", "H", "C", "C", "C", "C", "C", "C", "C", "C", "N", "H", "H", "H", "H", "H", "H", "H", "H", "H"], "positions_angstrom": [[-1.62602, -0.42359, -0.56393], [-3.09976, 1.59662, -0.54488], [-4.57411, 1.44797, -0.73300], [-5.20919, 0.50388, 0.27083], [-4.77822, -0.95159, 0.12101], [-3.47405, -1.17235, 0.76601], [-2.85612, 2.31023, 0.17447], [-2.73676, 1.97037, -1.41338], [-4.75378, 1.01521, -1.71243], [-5.07785, 2.41431, -0.72881], [-6.29567, 0.53713, 0.11920], [-5.04320, 0.83293, 1.29787], [-4.67158, -1.19327, -0.92821], [-5.54420, -1.62049, 0.52225], [-3.25396, -2.18589, 0.77361], [-3.58903, -0.93721, 1.73819], [0.25688, 6.47901, -1.37604], [-0.88373, 5.77719, -0.95517], [-0.87367, 4.39266, -1.02198], [0.21452, 3.69436, -1.51433], [1.34917, 4.40454, -1.92219], [1.35594, 5.77869, -1.82631], [0.08801, 1.91639, -1.83411], [1.80841, 1.40757, -2.03770], [2.27002, 0.74752, -3.16552], [3.58544, 0.28709, -3.21263], [4.46661, 0.53742, -2.16680], [3.98611, 1.17786, -1.01180], [2.67996, 1.59488, -0.95575], [-0.59751, 1.92577, -3.49689], [-0.10554, 2.76710, -4.46508], [-0.67277, 2.85662, -5.75101], [-1.77101, 2.08674, -6.05331], [-2.30839, 1.20208, -5.08147], [-3.49057, 0.43907, -5.36208], [-3.99074, -0.44603, -4.45339], [-3.28865, -0.61697, -3.23869], [-2.22041, 0.15629, -2.81344], [-1.73016, 1.10593, -3.76301], [0.27440, 7.56182, -1.27491], [-1.72469, 6.31512, -0.55189], [-1.75915, 3.85128, -0.73875], [2.21115, 3.89652, -2.28084], [2.24273, 6.34420, -2.10830], [1.61222, 0.54569, -4.00059], [3.92753, -0.24677, -4.08190], [5.47847, 0.20567, -2.19120], [4.61877, 1.31589, -0.15079], [2.28861, 2.10460, -0.06986], [0.76219, 3.38703, -4.23686], [-0.24291, 3.56720, -6.45572], [-2.26811, 2.18051, -7.00044], [-3.97898, 0.56181, -6.32730], [-4.84247, -1.04559, -4.69379], [-3.59281, -1.46510, -2.63429], [4.37360, -3.97584, 1.27222], [4.48210, -2.45021, 1.52351], [4.79545, -2.22356, 3.02150], [5.60753, -1.84943, 0.64655], [3.13290, -1.82920, 1.06906], [2.66335, -2.04872, -0.20683], [1.44832, -1.51872, -0.61436], [0.69190, -0.74325, 0.17798], [1.11336, -0.50679, 1.40113], [2.32552, -1.03281, 1.89307], [0.12417, 0.23009, 2.30954], [0.44205, 0.59828, 3.61832], [-0.46373, 1.29116, 4.42314], [-1.72041, 1.51530, 3.85938], [-1.96323, 1.13678, 2.56616], [-1.05897, 0.49899, 1.78337], [-0.14457, 1.69199, 5.87844], [1.31638, 1.39876, 6.29843], [-1.06587, 0.87576, 6.83901], [-0.45673, 3.18838, 6.07482], [5.25868, -4.48671, 1.66422], [4.27589, -4.17678, 0.21581], [3.48487, -4.39602, 1.77592], [5.72868, -2.74260, 3.24972], [4.01176, -2.61255, 3.67764], [4.92415, -1.15652, 3.23661], [6.55351, -2.23866, 0.99174], [5.62283, -0.76346, 0.75878], [5.46514, -2.13563, -0.38286], [3.23267, -2.67294, -0.90466], [1.04478, -1.74887, -1.58552], [2.64898, -0.79191, 2.90653], [1.40291, 0.33528, 3.99874], [-2.51664, 1.99630, 4.43269], [-2.93897, 1.34008, 2.13769], [1.55394, 0.34643, 6.21638], [1.45852, 1.60896, 7.35853], [2.02535, 2.01227, 5.69803], [-0.82084, -0.17509, 6.86333], [-2.12494, 0.94433, 6.56851], [-0.96020, 1.22908, 7.85536], [0.22964, 3.81170, 5.48840], [-0.34599, 3.46365, 7.11957], [-1.48968, 3.41709, 5.78322], [-0.77672, -3.63440, 1.38427], [-0.65882, -4.26602, 0.00824], [-0.21717, -5.57568, -0.13741], [-0.03178, -6.16727, -1.37375], [-0.32607, -5.41831, -2.48700], [-0.77011, -4.12373, -2.41174], [-1.08202, -3.39303, -3.69867], [-0.95473, -3.51877, -1.14980], [-1.41254, -2.21175, -0.99115], [-0.35446, -4.37028, 2.08801], [-1.79884, -3.44940, 1.70527], [-0.16890, -2.71694, 1.45661], [0.03323, -6.06862, 0.79909], [0.29201, -7.17760, -1.47827], [-0.21550, -5.83855, -3.47785], [-1.15089, -4.10529, -4.51308], [-0.28845, -2.65254, -3.92148], [-2.03773, -2.86214, -3.64274]], "forces_ev_per_a": [[0.9, 0.9, -0.3], [-0.3, 0.6, 0.6], [0.1, 0.0, 0.3], [-0.4, -0.1, 0.0], [-0.3, 0.2, 0.0], [0.2, -1.0, -0.1], [-0.6, -0.7, -0.6], [0.1, 0.0, -0.2], [0.3, 0.1, -0.3], [0.0, 0.1, 0.1], [0.2, 0.1, 0.0], [0.0, 0.1, 0.2], [0.0, -0.1, -0.3], [0.1, 0.1, 0.1], [-0.1, 0.8, -0.2], [0.2, 0.3, 0.4], [-1.0, -0.1, 0.7], [1.0, 0.2, -0.2], [-0.4, 0.2, 0.0], [0.8, 0.2, -0.3], [-0.8, 0.1, 0.6], [0.6, 0.7, -0.2], [-0.4, -0.6, 0.5], [0.3, -0.1, 0.1], [0.1, -0.3, 0.1], [0.3, 0.3, 0.2], [-1.1, 0.2, 0.5], [0.3, -0.3, -0.5], [-0.7, 0.3, 0.1], [-0.3, 0.2, -0.5], [0.4, 0.1, 0.0], [-0.1, -0.1, 0.1], [0.3, 0.1, 0.8], [-0.6, -0.2, 0.4], [0.3, 0.4, -0.3], [1.0, 0.5, -0.1], [0.0, -0.1, 0.2], [-0.1, -0.8, 0.2], [-0.1, -0.1, -0.8], [0.1, -0.2, -0.2], [-0.2, 0.0, 0.0], [-0.2, -0.1, 0.2], [0.5, -0.3, -0.3], [-0.1, -0.2, 0.0], [-0.1, 0.1, 0.0], [0.1, -0.1, -0.2], [0.6, -0.2, -0.2], [0.2, 0.1, 0.1], [0.2, -0.2, -0.1], [-0.2, -0.1, -0.1], [-0.2, -0.3, 0.0], [-0.1, -0.1, -0.3], [0.1, 0.0, 0.1], [-0.4, -0.3, 0.0], [-0.1, 0.0, 0.2], [-0.2, 0.3, 0.6], [-0.6, -0.1, 0.0], [-0.2, 0.3, -0.6], [-0.6, -0.1, 0.9], [0.4, 0.4, 1.2], [-0.2, -0.3, -1.0], [0.5, 0.0, 0.2], [-0.7, -0.3, -1.0], [0.2, 0.1, 1.9], [-0.1, 0.4, -0.1], [1.1, -0.3, -0.3], [-0.4, 0.3, 0.0], [0.6, -0.6, 0.3], [-0.2, 0.4, 0.4], [0.3, -0.3, -0.4], [-1.1, 0.3, -0.3], [-0.3, -0.4, 0.5], [-0.2, 0.6, -0.6], [-0.2, 0.3, -0.6], [0.0, -0.1, -0.4], [-0.1, 0.1, -0.2], [0.1, -0.2, -0.3], [0.4, 0.2, -0.1], [-0.1, 0.1, 0.1], [0.0, -0.1, -0.1], [0.1, -0.1, 0.0], [0.4, -0.1, 0.0], [0.0, 0.0, -0.2], [0.0, 0.1, -0.4], [-0.4, 0.3, 0.2], [0.0, 0.1, -0.2], [-0.2, -0.2, -0.3], [0.4, 0.0, 0.2], [0.3, -0.1, -0.2], [0.1, -0.1, -0.1], [0.1, -0.3, -0.3], [-0.1, 0.4, -0.1], [-0.3, -0.5, 0.5], [0.2, -0.4, -0.2], [0.1, 0.1, 0.0], [0.1, 0.3, 0.2], [-0.2, -0.1, 0.0], [0.1, 0.0, 0.1], [0.3, 0.0, 0.0], [0.9, -0.8, -0.1], [-0.1, 0.3, -0.4], [0.3, 0.2, 0.9], [-0.3, 0.3, 0.5], [0.2, -0.4, -0.6], [-0.5, 0.9, -0.1], [0.1, 0.4, 0.5], [-0.5, 0.6, 0.2], [0.3, -0.9, -0.3], [-0.2, 0.4, 0.0], [-0.2, 0.2, -0.1], [-0.4, -0.3, 0.0], [0.0, -0.4, -0.3], [0.2, -0.5, 0.1], [0.1, -0.2, 0.0], [0.1, 0.0, -0.2], [-0.4, -0.2, 0.0], [0.3, 0.0, 0.1]], "lowdin_charge": [1.426, -0.065, -0.218, -0.183, -0.230, -0.058, 0.082, 0.029, 0.105, 0.120, 0.125, 0.102, 0.090, 0.125, 0.085, 0.082, -0.069, -0.062, -0.102, -0.359, -0.094, -0.075, 1.069, -0.399, -0.075, -0.062, -0.066, -0.080, -0.128, -0.339, -0.082, -0.057, -0.019, -0.145, -0.035, -0.078, -0.199, -0.231, -0.208, 0.110, 0.103, 0.069, 0.097, 0.115, 0.110, 0.106, 0.097, 0.100, 0.116, 0.106, 0.110, 0.110, 0.113, 0.100, 0.063, -0.036, -0.522, -0.054, -0.029, -0.137, 0.017, -0.097, -0.008, -0.217, 0.068, -0.178, 0.066, -0.120, -0.002, -0.120, 0.037, -0.522, -0.055, -0.035, -0.041, 0.092, 0.071, 0.100, 0.088, 0.088, 0.085, 0.086, 0.080, 0.075, 0.133, 0.111, 0.104, 0.092, 0.125, 0.085, 0.077, 0.090, 0.103, 0.083, 0.083, 0.085, 0.095, 0.088, 0.080, -0.043, -0.228, -0.067, -0.089, -0.076, -0.229, -0.036, -0.308, -0.191, 0.078, 0.058, 0.053, 0.103, 0.094, 0.109, 0.070, 0.085, 0.054], "gap_ev": 6.173, "e_above_lowest_kcal_mol": 0.0, "charge": 1, "e_tot_ev": -71889.731, "e_homo_ev": -8.952}